116
Properties=species:S:1:pos:R:3 method="wB97M-V/def2-TZVPD" homo_energy_ev=-1.63 max_force_ev_per_a=0.5 e_above_lowest_kj_mol=127.1 orbital_gap_ev=6.04 total_energy_ev=-171450.646 charge=-2
Ca 0.194 -0.893 -1.000
C -2.346 -5.129 -3.640
Si -1.327 -3.574 -3.223
C -2.545 -2.150 -3.468
C -0.015 -3.538 -4.576
C -0.542 -3.557 -1.561
C 0.918 -3.790 -1.605
C 1.525 -5.050 -1.790
C 2.897 -5.167 -1.828
C 3.688 -4.029 -1.681
C 3.042 -2.825 -1.497
N 1.714 -2.711 -1.462
Si -1.384 -4.472 -0.212
C -3.113 -3.793 0.103
C -1.677 -6.343 -0.476
C -0.340 -4.437 1.364
H -2.630 -5.107 -4.697
H -3.265 -5.189 -3.049
H -1.774 -6.043 -3.460
H -3.345 -2.411 -4.168
H -2.030 -1.266 -3.848
H -3.006 -1.875 -2.515
H -0.456 -3.253 -5.535
H 0.430 -4.532 -4.686
H 0.779 -2.826 -4.358
H 0.889 -5.916 -1.913
H 3.357 -6.138 -1.980
H 4.768 -4.078 -1.699
H 3.596 -1.904 -1.359
H -3.648 -3.658 -0.841
H -3.059 -2.828 0.611
H -3.698 -4.479 0.725
H -2.390 -6.533 -1.280
H -2.079 -6.784 0.442
H -0.753 -6.876 -0.719
H -0.370 -3.446 1.822
H 0.700 -4.688 1.129
H -0.701 -5.162 2.098
C 3.771 3.647 1.670
C 2.357 3.681 2.258
C 1.868 2.266 2.574
C 1.350 4.480 1.450
C 0.869 5.636 2.056
C -0.090 6.433 1.458
C -0.585 6.043 0.228
C -0.143 4.894 -0.422
C -0.871 4.544 -1.708
C -1.799 3.350 -1.475
C -0.002 4.360 -2.951
C 0.858 4.079 0.176
N 1.288 2.881 -0.394
C 2.363 2.878 -1.185
C 3.067 4.024 -1.665
C 4.142 3.939 -2.531
C 4.622 2.716 -2.988
C 3.994 1.561 -2.519
C 2.942 1.660 -1.654
F 2.428 0.480 -1.164
H 4.473 3.285 2.428
H 4.094 4.640 1.350
H 3.834 2.985 0.807
H 2.434 4.212 3.214
H 1.770 1.686 1.658
H 0.884 2.285 3.057
H 2.577 1.774 3.248
H 1.250 5.905 3.037
H -0.463 7.322 1.953
H -1.359 6.638 -0.247
H -1.513 5.409 -1.916
H -1.232 2.501 -1.098
H -2.294 3.050 -2.402
H -2.565 3.604 -0.738
H 0.608 3.464 -2.900
H 0.665 5.213 -3.098
H -0.647 4.274 -3.831
H 2.718 4.995 -1.331
H 4.615 4.858 -2.866
H 5.448 2.654 -3.683
H 4.314 0.572 -2.826
N 3.411 -1.200 1.952
N 2.176 -1.648 1.384
H 3.255 -0.844 2.890
H 3.716 -0.415 1.392
H 1.402 -1.051 1.680
H 1.980 -2.577 1.733
C 0.911 -0.938 4.507
Si -0.842 -0.382 4.055
C -1.055 1.355 4.768
C -1.974 -1.467 5.122
As -1.237 -0.706 1.816
Si -3.147 0.549 1.545
C -4.599 -0.031 2.621
C -3.032 2.407 1.879
C -3.716 0.293 -0.242
H 1.006 -1.038 5.592
H 1.658 -0.216 4.165
H 1.136 -1.907 4.055
H -0.559 1.419 5.742
H -2.117 1.565 4.921
H -0.654 2.137 4.118
H -1.788 -1.304 6.190
H -1.813 -2.523 4.896
H -3.024 -1.247 4.917
H -4.460 0.269 3.663
H -4.701 -1.118 2.593
H -5.535 0.416 2.266
H -3.153 2.609 2.944
H -3.826 2.941 1.345
H -2.072 2.825 1.570
H -4.276 -0.642 -0.325
H -2.875 0.236 -0.939
H -4.359 1.111 -0.578
Cl 0.990 -0.110 -4.282
C -0.103 0.553 -2.939
H -1.066 0.696 -3.440
H 0.300 1.553 -2.776